The following is a quantum chemistry calculation of a molecular structure, C32H32MoN7O3S in a non-equilibrium geometry, from the Open Molecules 2025 dataset.

Properties
- Spin multiplicity: 3
- Strongest force on any atom: 1.9 eV/A
- Energy above the lowest of the compared OMol25 structures with the same formula, charge and spin: 104.3 kJ/mol
- Charge: +3
- LUMO (alpha / beta): -9.79 / -10.23 eV
- HOMO (alpha / beta): -15.836 / -15.797 eV

Positions of all 76 atoms, in Å:
H1 7.12 -1.30 1.74
C1 -0.94 4.15 -2.53
Mo1 0.17 0.35 0.13
H2 3.06 -3.06 -0.47
N1 -1.58 -1.29 2.97
C2 -5.81 2.43 0.49
H3 -6.21 2.47 1.52
C3 -2.45 -1.94 3.76
H4 2.91 3.37 1.33
C4 -1.09 1.77 -2.45
C5 4.01 -1.33 0.41
C6 -2.75 -3.34 -1.12
C7 -1.37 -3.51 -1.18
C8 -2.78 0.21 0.17
C9 -3.36 2.73 1.05
H5 -1.23 5.10 -2.96
H6 0.44 5.00 -1.12
C10 -2.34 -1.12 -0.30
H7 -3.80 -2.09 2.11
H8 -5.60 -4.79 -1.23
H9 -3.95 -3.39 3.32
C11 -0.92 -1.90 5.60
H10 -3.54 3.73 1.42
C12 3.94 -2.68 0.02
H11 -0.94 -4.45 -1.52
O1 -6.54 1.55 -0.32
H12 0.84 -0.99 5.09
C13 2.28 3.75 0.54
H13 4.98 -4.54 -0.06
C14 -0.01 4.10 -1.50
H14 -7.44 1.88 -0.43
C15 2.89 -0.46 0.18
H15 7.01 -3.66 1.04
N2 3.03 0.87 0.23
H16 -2.88 -2.75 5.72
C16 1.48 2.66 -0.06
H17 0.18 -1.42 7.37
C17 -4.09 0.64 0.15
H18 -3.77 -4.40 -2.62
C18 -3.70 -4.42 -1.52
H19 -1.26 2.82 1.45
N3 -0.99 -1.29 -0.36
H20 0.13 -3.13 6.96
N4 1.86 1.40 -0.04
H21 -3.30 -5.39 -1.24
C19 -1.48 2.97 -3.02
C20 5.16 -0.83 1.02
H22 -4.89 0.01 -0.21
H23 0.53 -2.60 -0.84
H24 -5.81 3.45 0.11
C21 5.02 -3.51 0.25
C22 6.23 -1.67 1.26
N5 -0.20 1.72 -1.47
C23 -0.46 -2.21 6.97
N6 -0.08 -1.26 4.76
H25 -1.30 -2.36 7.64
O2 -4.95 -4.15 -0.93
H26 1.65 4.56 0.92
S1 0.76 -0.06 2.58
C24 -2.15 -2.24 5.09
H27 -4.57 -1.79 3.69
C25 -3.76 -2.32 3.17
H28 2.93 4.17 -0.23
C26 -0.54 -2.48 -0.81
C27 -4.40 1.93 0.57
C28 0.37 2.86 -1.01
O3 1.69 -0.91 -0.08
H29 -2.19 2.97 -3.84
H30 5.20 0.21 1.31
C29 6.17 -3.01 0.87
H31 -1.49 0.83 -2.80
H32 -4.29 -1.97 -0.57
C30 -3.22 -2.11 -0.66
N7 -1.77 1.01 0.60
C31 -2.08 2.23 1.06
C32 -0.41 -0.94 3.48



The following is a quantum chemistry calculation of a single C32H32N4O4 molecule in a non-equilibrium geometry, from the Open Molecules 2025 dataset.

Properties
- Spin multiplicity: 1
- Strongest force on any atom: 3.6 eV/A
- Energy above the lowest of the compared OMol25 structures with the same formula, charge and spin: 137.9 kJ/mol
- Charge: 0
- LUMO: -1.37 eV
- HOMO: -6.710 eV

Positions of all 72 atoms, in Å:
H1 2.79 1.21 1.88
O1 1.04 -2.94 -0.63
C1 1.90 -1.82 1.25
C2 1.76 1.65 -2.32
H2 4.72 4.07 0.07
C3 -2.30 -0.18 -0.64
H3 2.93 1.37 -4.07
C4 3.02 -1.08 3.28
H4 2.57 4.20 1.27
O2 -1.71 1.84 0.51
H5 -6.68 -1.07 -1.00
H6 -5.52 -2.34 -1.56
H7 -0.97 -1.45 -1.67
C5 4.21 -0.85 2.58
H8 3.82 3.54 -4.35
O3 -3.30 -1.83 -2.01
C6 4.25 -1.09 1.21
C7 3.17 3.27 1.37
H9 4.67 4.21 -2.05
H10 0.92 -1.77 3.16
H11 -0.76 -3.77 -1.03
C8 -0.72 -1.72 0.54
C9 -1.63 -3.84 -0.38
C10 0.72 0.70 -2.28
C11 3.21 3.39 -3.45
H12 -2.46 -2.38 2.52
H13 2.99 -0.94 4.36
C12 0.65 0.81 0.09
C13 3.12 -1.59 0.56
C14 1.86 -1.55 2.63
C15 -3.82 -4.57 0.28
H14 -4.45 -3.86 2.23
H15 0.37 0.28 -3.24
N1 3.40 2.93 -1.06
H16 -3.31 2.95 1.51
C16 -2.57 -3.03 1.64
N2 -4.67 -0.74 -0.53
H17 5.16 -0.96 0.63
H18 3.14 -1.82 -0.51
C17 -4.19 2.31 1.44
C18 2.32 2.15 -3.61
H19 1.40 2.28 2.11
H20 -2.81 -5.08 -1.56
C19 1.74 1.68 0.12
H21 5.11 -0.56 3.09
C20 -2.78 -4.55 -0.64
C21 -3.70 -3.83 1.45
H22 2.59 4.30 -3.32
H23 4.83 2.31 0.37
C22 2.26 2.07 1.45
C23 -2.56 1.01 0.15
C24 4.12 3.15 0.17
C25 0.73 -2.27 0.36
H24 -6.00 -2.23 0.17
C26 -3.42 -0.95 -1.14
N3 -3.89 1.20 0.57
C27 0.15 0.27 -1.06
H25 3.76 3.36 2.30
C28 2.31 2.11 -1.09
H26 -4.68 -5.21 0.11
C29 -0.98 -0.74 -0.81
N4 -1.58 -2.97 0.68
H27 -5.04 2.85 1.02
H28 0.18 0.51 1.04
C30 -5.78 -1.66 -0.75
H29 -4.47 1.94 2.44
H30 1.51 2.39 -4.30
C31 4.14 3.25 -2.24
O4 -6.00 0.38 1.01
H31 4.92 2.49 -2.46
H32 -0.80 -1.41 1.67
C32 -4.92 0.26 0.39



The following is a quantum chemistry calculation of a molecular structure, C32H32N5O3PPtS, from the Open Molecules 2025 dataset.

Properties
- Spin multiplicity: 1
- Strongest force on any atom: 0.1 eV/A
- Energy above the lowest of the compared OMol25 structures with the same formula, charge and spin: 0.0 kJ/mol
- Charge: 0
- LUMO: 0.18 eV
- HOMO: -8.275 eV

Positions of all 75 atoms, in Å:
C1 -1.59 -0.71 1.30
H1 -0.51 1.32 2.26
C2 -0.23 -4.09 -3.95
H2 4.24 0.78 1.91
C3 0.81 -4.75 -4.57
H3 1.14 1.36 -5.60
H4 4.11 0.61 -1.73
C4 5.39 -3.22 0.60
H5 -0.73 -3.20 1.85
H6 -1.26 -4.36 -4.14
N1 1.13 0.62 1.13
H7 -1.23 -0.50 5.95
H8 3.16 2.76 -5.28
C5 -1.30 -1.29 2.64
C6 0.03 -3.07 -3.04
H9 0.60 -0.41 -3.99
C7 -0.48 -3.14 3.97
C8 2.93 1.98 -4.58
N2 1.01 2.73 2.38
H10 0.60 -5.55 -5.28
Pt1 0.08 -0.82 0.03
C9 2.12 -4.40 -4.29
C10 -0.83 -2.61 2.75
C11 -0.22 -2.92 6.40
H11 1.01 -0.44 2.96
P1 1.78 -1.35 -1.58
C12 4.10 -3.34 1.09
C13 1.34 -2.70 -2.74
H12 1.62 3.77 0.67
O1 -2.52 -3.01 -2.60
N3 0.09 -3.35 7.42
H13 -0.21 2.21 0.75
C14 1.80 1.19 -4.75
H14 -2.30 -1.33 0.76
C15 2.38 -3.38 -3.38
C16 3.05 -2.74 0.41
H15 -0.11 -4.16 4.04
H16 3.90 -3.88 2.01
C17 1.63 2.05 3.52
H17 0.84 1.63 4.15
H18 -1.88 0.44 3.77
O2 -1.03 -2.31 -0.84
C18 2.23 1.25 0.32
H19 2.19 2.79 4.11
O3 -1.30 -0.88 -2.79
S1 -1.35 -2.24 -2.31
H20 4.63 2.37 -3.33
H21 2.94 -4.91 -4.78
H22 4.14 2.30 2.81
C19 -1.46 -0.56 3.82
H23 2.90 0.44 0.03
C20 2.33 -0.06 -2.75
C21 3.45 0.75 -2.58
C22 -0.60 -2.38 5.13
C23 3.27 -2.03 -0.77
C24 -1.11 -1.08 5.05
H24 1.78 1.70 -0.56
H25 4.77 -1.43 -2.19
C25 5.62 -2.53 -0.58
H26 6.63 -2.45 -0.97
C26 1.79 0.01 2.34
C27 0.26 1.75 1.62
C28 3.57 1.57 2.24
H27 -2.03 0.29 1.39
C29 4.57 -1.95 -1.26
H28 2.03 -2.82 0.79
N4 2.54 0.99 3.10
C30 2.07 3.28 1.53
C31 1.50 0.18 -3.85
N5 2.98 2.23 1.07
C32 3.75 1.76 -3.49
H29 2.46 -0.77 1.98
H30 6.21 -3.68 1.14
H31 2.64 4.02 2.10
H32 3.41 -3.13 -3.17



The following is a quantum chemistry calculation of a molecular structure, C32H33AsMnN4O2S, from the Open Molecules 2025 dataset.

Properties
- Spin multiplicity: 2
- Strongest force on any atom: 0.6 eV/A
- Energy above the lowest of the compared OMol25 structures with the same formula, charge and spin: 0.0 kJ/mol
- Charge: 0
- LUMO (alpha / beta): -0.02 / -0.04 eV
- HOMO (alpha / beta): -7.020 / -7.048 eV

Positions of all 74 atoms, in Å:
H1 -0.60 4.35 -5.05
C1 -0.75 3.16 -3.27
C2 -2.57 -0.07 -2.69
H2 1.67 -2.51 3.44
S1 -0.87 -1.40 0.78
C3 3.89 -4.42 -0.82
H3 -3.63 -3.28 -2.74
H4 4.41 -5.28 -1.23
C4 -1.90 3.70 2.43
H5 -2.64 0.84 -3.27
C5 -2.74 1.31 1.29
H6 3.35 0.47 0.59
Mn1 1.44 -0.89 1.46
C6 2.17 -2.72 -1.02
C7 -1.84 -0.09 -1.50
C8 3.92 -2.09 2.15
C9 1.20 -2.05 -1.80
C10 -1.75 2.06 0.66
H7 -3.31 3.28 4.00
C11 4.25 -3.87 0.37
H8 1.55 2.51 3.26
H9 0.23 2.71 -3.41
H10 0.12 0.58 4.81
C12 -2.46 4.67 -4.03
H11 -2.32 -3.32 -0.65
H12 1.20 -4.02 -4.54
H13 -3.39 3.13 -1.16
H14 -1.58 4.64 2.86
H15 2.87 2.71 1.16
C13 -1.73 -1.27 -0.75
C14 -1.21 4.08 -4.20
C15 2.08 1.96 1.25
C16 -3.22 -1.21 -3.14
H16 -4.21 4.78 -2.79
C17 -1.52 2.80 -2.17
H17 0.28 -3.02 2.69
H18 -3.79 -1.18 -4.06
N1 2.38 0.73 0.48
H19 -3.08 0.38 0.86
N2 0.83 0.56 2.79
C18 0.01 -1.41 3.95
H20 2.76 1.22 3.16
O1 3.20 -1.06 2.43
N3 0.81 -2.20 2.99
As1 -0.80 1.46 -0.94
H21 1.69 -0.19 4.52
C19 -1.35 3.26 1.24
H22 -4.07 1.16 2.97
H23 2.97 -5.17 -3.26
H24 5.06 -4.24 0.97
N4 2.48 -2.25 0.23
C20 0.87 -2.51 -3.03
C21 0.69 -0.06 4.12
C22 -3.13 -2.38 -2.40
H25 2.19 0.90 -0.50
H26 1.17 2.39 0.83
C23 3.51 -2.78 0.86
H27 -2.82 5.39 -4.75
H28 0.74 -1.17 -1.38
H29 0.11 -1.99 -3.61
C24 1.49 -3.66 -3.56
O2 4.85 -2.55 2.80
C25 -2.40 -2.41 -1.23
C26 2.46 -4.30 -2.85
H30 -0.09 -1.90 4.92
C27 -2.77 3.40 -2.01
C28 -3.23 4.33 -2.93
H31 -0.98 -1.27 3.52
C29 -2.88 2.94 3.06
H32 -0.60 3.87 0.75
C30 1.85 1.62 2.71
H33 -0.07 0.92 2.47
C31 -3.30 1.75 2.49
C32 2.84 -3.83 -1.57



The following is a quantum chemistry calculation of a molecular structure, C32H33AuBrN8O2S in a non-equilibrium geometry, from the Open Molecules 2025 dataset.

Properties
- Spin multiplicity: 1
- Strongest force on any atom: 1.3 eV/A
- Charge: +1
- LUMO: -4.48 eV
- HOMO: -10.702 eV

Positions of all 78 atoms, in Å:
C1 4.80 0.35 0.07
C2 3.47 0.34 7.18
C3 -2.49 -2.80 -0.92
H1 2.02 0.29 -1.86
C4 2.84 0.09 1.44
C5 -5.50 3.37 -1.41
H2 2.16 -2.59 0.97
H3 0.39 -2.50 -1.20
H4 -2.97 3.38 0.63
H5 0.00 0.32 4.91
C6 -3.15 1.26 3.63
N1 -1.88 -4.03 -0.84
C7 -3.13 2.08 -1.07
O1 -1.52 0.39 -1.55
H6 -1.32 1.97 2.75
C8 -2.00 -4.86 -1.85
H7 -0.95 -2.90 4.47
C9 -3.85 0.13 4.06
C10 -1.87 1.12 3.12
C11 -3.25 -1.11 4.00
S1 -2.63 -1.73 0.34
H8 -3.61 0.94 -2.82
N2 2.33 0.02 2.75
N3 0.02 -0.29 2.47
H9 -2.05 -3.41 3.18
H10 -3.63 -2.93 -4.07
H11 4.47 0.55 -2.05
N4 0.92 0.43 4.50
N5 -3.03 -2.45 -2.14
C12 2.24 2.99 4.00
H12 -6.43 3.91 -1.54
H13 -3.79 -1.98 4.35
C13 -5.14 2.36 -2.30
C14 -3.15 -3.30 -3.18
H14 1.87 -0.94 6.52
C15 2.66 2.06 5.11
C16 4.24 0.18 1.33
H15 -2.76 -5.29 -3.85
H16 1.21 2.82 3.69
C17 5.11 0.12 2.55
H17 -3.61 2.24 3.68
C18 -3.94 1.71 -2.13
C19 1.04 0.07 3.20
C20 2.01 0.84 5.34
C21 2.65 0.26 -0.98
H18 6.16 0.08 2.26
H19 4.24 3.33 5.79
H20 1.89 -3.90 0.00
H21 -1.53 -5.83 -1.72
C22 -1.86 1.35 -0.81
H22 -3.36 -1.50 -2.20
O2 -1.18 1.69 0.22
H23 2.88 2.86 3.12
C23 -2.67 -4.57 -3.06
N6 1.88 -2.89 0.05
C24 -1.33 -2.65 3.47
C25 4.02 0.40 -1.08
C26 -1.29 -0.15 3.03
H24 5.87 0.44 -0.01
H25 -4.85 0.23 4.44
H26 -0.49 -2.68 2.78
C27 4.14 1.54 6.96
C28 -3.57 3.08 -0.22
H27 -0.17 -2.88 0.30
C29 -1.96 -1.28 3.48
H28 4.90 -0.77 3.15
H29 3.78 -0.32 7.98
Br1 -6.30 1.88 -3.71
N7 0.57 -2.40 -0.21
H30 4.98 1.00 3.20
N8 -4.73 3.72 -0.39
C30 2.10 0.10 0.27
Au1 0.15 -0.19 0.18
H31 2.34 4.03 4.32
H32 4.98 1.81 7.58
C31 3.73 2.38 5.94
H33 3.01 0.19 3.47
C32 2.41 -0.01 6.37



The following is a quantum chemistry calculation of a molecular structure, C32H33BrIN4O5W, from the Open Molecules 2025 dataset.

Properties
- Spin multiplicity: 1
- Strongest force on any atom: 0.5 eV/A
- Energy above the lowest of the compared OMol25 structures with the same formula, charge and spin: 37.0 kJ/mol
- Charge: +3
- LUMO: -11.77 eV
- HOMO: -16.432 eV

Positions of all 77 atoms, in Å:
C1 0.56 -2.99 1.84
H1 -2.43 2.60 4.04
C2 2.82 -0.75 0.17
O1 0.01 -2.02 -1.39
C3 -0.35 -2.52 -2.55
H2 -0.81 2.56 1.95
C4 0.17 0.64 5.02
C5 1.88 -2.36 1.54
H3 0.95 -4.58 -4.74
C6 1.16 1.69 1.91
N1 0.46 -3.34 -3.13
H4 0.66 1.65 -4.38
C7 -1.09 3.04 5.66
O2 0.36 -3.94 2.50
Br1 1.08 -0.97 4.62
H5 -3.01 2.10 -0.67
I1 -1.79 -0.09 2.81
N2 -1.17 1.14 -0.40
C8 1.77 -3.71 -2.57
H6 0.33 0.29 -3.32
H7 -0.01 4.21 -3.60
H8 -1.65 2.53 -3.98
H9 1.50 1.08 6.63
C9 0.01 2.61 6.38
C10 0.64 1.41 6.07
O3 1.04 0.30 -0.91
H10 1.17 5.63 -1.98
N3 1.75 -1.35 0.69
W1 -0.25 -0.73 0.04
C11 -1.57 2.28 4.60
H11 -0.59 0.48 -4.83
C12 -4.34 -1.92 0.00
H12 0.38 3.20 7.21
C13 4.25 -2.13 1.47
H13 -5.16 -2.60 0.13
C14 0.71 4.71 -1.65
O4 -0.42 -2.30 1.19
H14 -2.35 -3.07 -3.03
C15 -0.50 2.37 -0.83
C16 -1.69 -2.20 -3.13
H15 0.50 3.69 2.14
C17 -0.14 1.02 -3.99
C18 2.42 0.26 -0.85
H16 -2.55 -3.18 0.35
H17 0.74 0.69 1.62
O5 3.11 0.90 -1.56
C19 0.11 -3.96 -4.42
H18 -0.77 -4.59 -4.31
H19 -1.60 -1.96 -4.18
C20 4.10 -1.10 0.54
H20 4.95 -0.59 0.10
C21 0.15 3.16 0.12
C22 3.13 -2.79 1.97
N4 -2.23 -1.11 -0.14
C23 -3.12 -0.06 -0.37
C24 -2.49 1.16 -0.50
H21 5.24 -2.43 1.79
C25 -3.01 -2.23 0.10
H22 1.34 1.60 2.98
H23 1.83 -4.79 -2.54
H24 3.20 -3.62 2.65
H25 1.88 -3.31 -1.57
H26 -2.13 -1.35 -2.61
H27 -1.59 3.96 5.92
H28 -0.07 -3.20 -5.18
C26 -0.93 1.08 4.29
C27 0.76 4.33 -0.32
H29 2.55 -3.32 -3.22
H30 -1.99 1.22 -2.90
H31 1.25 4.97 0.40
H32 -5.33 0.04 -0.40
C28 -1.18 1.86 -3.26
C29 -4.43 -0.54 -0.28
C30 0.04 3.91 -2.56
C31 -0.56 2.71 -2.18
C32 0.19 2.81 1.58
H33 2.12 1.81 1.40